(1)
DFT (wB97M-V/def2-TZVPD) results for a 10-piece molecular cluster, C30H60O10 overall.

Structure (XYZ):
```
100
C30H60O10 | the OMol25 dataset | wB97M-V/def2-TZVPD
C -2.910 0.644 -4.056
C -2.908 1.639 -5.208
C -4.200 2.151 -5.810
O -1.868 2.042 -5.679
H -2.276 0.997 -3.245
H -2.380 -0.258 -4.372
H -3.936 0.439 -3.765
H -4.492 1.664 -6.742
H -4.077 3.208 -6.037
H -5.057 2.033 -5.141
C -2.794 3.655 -2.364
C -2.053 4.934 -2.044
C -0.779 4.873 -1.254
O -2.502 5.985 -2.439
H -2.344 3.185 -3.241
H -3.862 3.690 -2.549
H -2.623 2.990 -1.511
H -0.782 4.379 -0.282
H -0.323 5.854 -1.194
H -0.198 4.183 -1.886
C -2.850 2.676 1.870
C -3.620 3.971 1.700
C -3.934 4.794 2.915
O -3.935 4.375 0.600
H -2.815 2.479 2.944
H -1.839 2.632 1.476
H -3.398 1.853 1.404
H -4.649 4.321 3.590
H -4.463 5.669 2.529
H -3.039 5.153 3.419
C -3.927 -3.519 3.425
C -2.767 -2.730 2.873
C -1.738 -3.451 2.039
O -2.778 -1.517 2.944
H -4.807 -3.427 2.797
H -4.103 -3.183 4.449
H -3.692 -4.578 3.573
H -1.198 -4.055 2.779
H -0.995 -2.815 1.565
H -2.247 -4.063 1.294
C 0.539 -0.010 1.626
C 0.071 -0.185 0.209
C -0.179 1.035 -0.660
O -0.171 -1.293 -0.214
H 0.268 -0.823 2.297
H 0.141 0.882 2.114
H 1.629 0.034 1.519
H -0.460 0.667 -1.644
H 0.770 1.536 -0.878
H -0.879 1.679 -0.137
C 2.057 -2.731 6.413
C 1.078 -2.617 5.283
C 0.578 -1.206 4.972
O 0.603 -3.557 4.702
H 3.055 -2.349 6.180
H 2.200 -3.770 6.699
H 1.692 -2.097 7.222
H -0.196 -1.173 4.200
H 1.382 -0.591 4.562
H 0.091 -0.811 5.864
C 5.339 1.386 -1.901
C 4.022 1.808 -1.288
C 4.053 2.656 -0.042
O 2.979 1.438 -1.776
H 6.161 1.870 -1.372
H 5.333 1.699 -2.944
H 5.471 0.309 -1.813
H 4.703 3.519 -0.190
H 4.418 2.134 0.841
H 3.026 2.979 0.134
C 4.167 -1.261 3.632
C 5.397 -0.428 3.741
C 6.126 -0.021 2.488
O 5.894 -0.200 4.821
H 3.391 -0.950 4.330
H 4.473 -2.277 3.897
H 3.739 -1.313 2.631
H 7.198 0.002 2.666
H 5.770 0.914 2.060
H 5.984 -0.813 1.744
C -1.173 -5.838 -1.534
C -0.610 -4.835 -2.524
C -1.420 -3.579 -2.733
O 0.489 -5.004 -2.987
H -0.798 -6.826 -1.800
H -2.263 -5.778 -1.490
H -0.892 -5.759 -0.479
H -1.058 -2.910 -3.509
H -1.363 -3.084 -1.756
H -2.489 -3.724 -2.900
C 0.939 -0.646 -5.235
C 1.994 -1.402 -4.457
C 1.766 -1.579 -2.992
O 2.985 -1.836 -4.999
H 1.366 -0.266 -6.157
H 0.518 0.147 -4.611
H 0.072 -1.289 -5.415
H 0.738 -1.443 -2.655
H 2.318 -0.761 -2.514
H 2.124 -2.532 -2.610
```

E_LUMO	0.18	eV
highest occupied orbital energy	-9.04	eV
maximum force	0.03899	hartree/bohr
SMILES	CC(C)=O.CC(C)=O.CC(C)=O.CC(C)=O.CC(C)=O.CC(C)=O.CC(C)=O.CC(C)=O.CC(C)=O.CC(C)=O
relative energy (zero: lowest compared OMol25 entry of this formula, charge and spin)	1.8369	eV
M	580.8	g mol⁻¹
energy	-52556.393	eV
Kohn-Sham gap	9.227	eV

Atomic partial charges in e from the Löwdin method, atoms 1 to 99:
1 C -0.0128
2 C -0.4998
3 C -0.0215
4 O 0.0556
5 H 0.0547
6 H 0.0773
7 H 0.0781
8 H 0.0864
9 H 0.0867
10 H 0.0734
11 C -0.0214
12 C -0.4992
13 C -0.0145
14 O 0.0709
15 H 0.0602
16 H 0.0931
17 H 0.0624
18 H 0.0676
19 H 0.0842
20 H 0.0902
21 C -0.0135
22 C -0.4825
23 C -0.0258
24 O 0.0715
25 H 0.0785
26 H 0.0500
27 H 0.0947
28 H 0.0881
29 H 0.0837
30 H 0.0886
31 C -0.0241
32 C -0.4933
33 C -0.0145
34 O 0.0432
35 H 0.0880
36 H 0.0850
37 H 0.0785
38 H 0.0815
39 H 0.0560
40 H 0.0820
41 C -0.0033
42 C -0.4658
43 C 0.0019
44 O 0.0504
45 H 0.0478
46 H 0.0853
47 H 0.0880
48 H 0.0734
49 H 0.0653
50 H 0.0501
51 C -0.0156
52 C -0.4924
53 C -0.0175
54 O 0.0765
55 H 0.0741
56 H 0.0879
57 H 0.0879
58 H 0.0521
59 H 0.0626
60 H 0.0906
61 C -0.0078
62 C -0.4826
63 C -0.0097
64 O 0.0502
65 H 0.0745
66 H 0.0925
67 H 0.0909
68 H 0.0901
69 H 0.0614
70 H 0.0794
71 C -0.0197
72 C -0.4979
73 C -0.0143
74 O 0.0716
75 H 0.0540
76 H 0.1059
77 H 0.0771
78 H 0.0871
79 H 0.0620
80 H 0.0843
81 C -0.0276
82 C -0.4889
83 C -0.0208
84 O 0.0742
85 H 0.0823
86 H 0.0738
87 H 0.0784
88 H 0.0640
89 H 0.0776
90 H 0.0810
91 C -0.0147
92 C -0.4960
93 C -0.0234
94 O 0.0628
95 H 0.0842
96 H 0.0717
97 H 0.0798
98 H 0.0487
99 H 0.0694


(2)
DFT (wB97M-V/def2-TZVPD) results for a 10-piece molecular cluster, C30H60O14 overall.

Structure (XYZ):
```
104
C30H60O14 | the OMol25 dataset | wB97M-V/def2-TZVPD
C 0.994 1.235 0.092
O 0.191 0.107 0.082
C 0.498 -0.867 -0.758
O 1.371 -0.808 -1.563
O -0.332 -1.878 -0.541
C -0.065 -3.070 -1.210
H 0.636 2.005 0.776
H 1.122 1.748 -0.861
H 1.974 0.924 0.452
H -0.893 -3.775 -1.139
H 0.898 -3.554 -1.050
H -0.065 -2.896 -2.286
C -4.265 1.622 -5.694
O -3.269 2.183 -4.859
C -1.966 1.771 -4.947
O -1.403 1.408 -5.995
O -1.457 1.766 -3.700
C -0.073 1.472 -3.445
H -5.252 2.057 -5.535
H -4.413 0.641 -5.244
H -3.962 1.394 -6.716
H 0.082 0.419 -3.211
H 0.303 2.148 -2.677
H 0.588 1.587 -4.304
C -0.878 -7.072 0.245
C -1.993 -6.592 1.173
C -2.256 -7.411 2.417
O -2.571 -5.517 1.018
H -0.872 -6.371 -0.590
H -0.982 -8.108 -0.078
H 0.078 -6.837 0.713
H -2.286 -8.463 2.133
H -3.256 -7.268 2.825
H -1.512 -7.233 3.194
C -2.364 1.742 2.428
C -2.839 2.848 3.287
C -2.876 2.639 4.775
O -3.195 3.957 2.814
H -1.356 1.477 2.744
H -2.398 1.975 1.363
H -2.936 0.831 2.601
H -1.912 2.594 5.280
H -3.411 1.719 5.011
H -3.540 3.401 5.183
C 0.833 1.358 4.684
C 0.009 0.092 4.957
C 0.006 -0.388 6.418
O -0.641 -0.440 4.028
H 0.828 1.616 3.625
H 1.837 1.233 5.091
H 0.348 2.166 5.230
H 0.965 -0.751 6.789
H -0.635 -1.268 6.355
H -0.394 0.309 7.155
C 3.619 -2.615 1.768
C 4.275 -1.349 1.195
C 5.010 -1.327 -0.155
O 4.261 -0.311 1.879
H 3.097 -3.072 0.927
H 3.012 -2.386 2.644
H 4.400 -3.264 2.165
H 5.066 -0.312 -0.549
H 4.415 -1.941 -0.830
H 5.993 -1.783 -0.042
C -3.933 -2.422 -1.663
C -3.156 -2.632 -2.933
C -2.225 -1.502 -3.390
O -3.127 -3.661 -3.620
H -3.418 -2.583 -0.716
H -4.734 -3.161 -1.621
H -4.309 -1.403 -1.567
H -2.791 -0.739 -3.924
H -1.505 -1.892 -4.109
H -1.698 -1.004 -2.576
C -0.671 6.641 3.468
C 0.020 5.302 3.406
C 0.199 4.659 2.045
O 0.489 4.753 4.398
H -1.760 6.657 3.413
H -0.265 7.311 2.710
H -0.304 7.075 4.398
H -0.758 4.651 1.523
H 0.579 3.665 2.278
H 0.980 5.212 1.523
C 1.257 -2.108 -8.361
C 0.761 -2.726 -7.057
C 0.584 -1.827 -5.852
O 0.515 -3.945 -6.925
H 1.087 -2.814 -9.174
H 2.345 -2.057 -8.319
H 0.794 -1.132 -8.512
H -0.237 -1.117 -5.961
H 1.529 -1.328 -5.637
H 0.297 -2.458 -5.011
C 3.587 2.883 2.519
C 3.585 4.071 1.556
C 4.441 5.259 1.845
O 2.853 4.044 0.534
H 2.782 2.203 2.240
H 3.485 3.347 3.500
H 4.559 2.405 2.392
H 4.534 5.842 0.929
H 5.456 5.046 2.182
H 3.988 5.973 2.532
```

E_LUMO	0.43	eV
highest occupied orbital energy	-9.35	eV
maximum force	0.06825	hartree/bohr
SMILES	COC(=O)OC.COC(=O)OC.CC(C)=O.CC(C)=O.CC(C)=O.CC(C)=O.CC(C)=O.CC(C)=O.CC(C)=O.CC(C)=O
relative energy (zero: lowest compared OMol25 entry of this formula, charge and spin)	1.5848	eV
M	644.8	g mol⁻¹
energy	-60745.654	eV
Kohn-Sham gap	9.776	eV

Atomic partial charges in e from the Löwdin method, atoms 1 to 99:
1 C -0.0536
2 O 0.0253
3 C -0.6427
4 O 0.1343
5 O 0.0178
6 C -0.0583
7 H 0.0750
8 H 0.0818
9 H 0.0902
10 H 0.0922
11 H 0.0999
12 H 0.0810
13 C -0.0505
14 O -0.0293
15 C -0.5303
16 O 0.0830
17 O -0.0045
18 C -0.0187
19 H 0.0982
20 H 0.0795
21 H 0.0974
22 H 0.0700
23 H 0.0858
24 H 0.0992
25 C -0.0183
26 C -0.4693
27 C -0.0319
28 O 0.0452
29 H 0.0676
30 H 0.0833
31 H 0.0859
32 H 0.0744
33 H 0.0806
34 H 0.0884
35 C -0.0211
36 C -0.4593
37 C -0.0134
38 O 0.0158
39 H 0.0571
40 H 0.0912
41 H 0.0961
42 H 0.0721
43 H 0.0854
44 H 0.0851
45 C -0.0237
46 C -0.4299
47 C -0.0216
48 O 0.0242
49 H 0.0562
50 H 0.0889
51 H 0.0658
52 H 0.0802
53 H 0.0757
54 H 0.0825
55 C -0.0096
56 C -0.4353
57 C -0.0124
58 O 0.0101
59 H 0.0696
60 H 0.0806
61 H 0.0829
62 H 0.0841
63 H 0.0710
64 H 0.0838
65 C -0.0132
66 C -0.4465
67 C -0.0094
68 O 0.0494
69 H 0.0851
70 H 0.0853
71 H 0.0851
72 H 0.0748
73 H 0.0570
74 H 0.0715
75 C -0.0157
76 C -0.4769
77 C -0.0159
78 O 0.0358
79 H 0.0882
80 H 0.0815
81 H 0.0798
82 H 0.0907
83 H 0.0514
84 H 0.0788
85 C -0.0210
86 C -0.4463
87 C -0.0292
88 O 0.0298
89 H 0.0794
90 H 0.0835
91 H 0.0820
92 H 0.0709
93 H 0.0905
94 H 0.0631
95 C -0.0117
96 C -0.4500
97 C -0.0270
98 O 0.0065
99 H 0.0509


- Which of these has the highest relative energy (zero: lowest compared OMol25 entry of this formula, charge and spin)?
  C30H60O10


- The lowest highest occupied orbital energy belongs to which entry?
  C30H60O14


- The highest energy belongs to which entry?
  C30H60O10